No. 1
{
  "formula": "C24H24AuBrFN4O11S",
  "method": "ωB97M-V/def2-TZVPD",
  "lumo_energy_ev": [0.1, 0.1],
  "e_homo_ev": [-5.73, -5.73],
  "total_charge": -1,
  "energy_ha": -5183.44807,
  "species": ["Au", "C", "O", "C", "C", "C", "Br", "C", "C", "C", "O", "C", "N", "C", "C", "C", "C", "C", "C", "N", "H", "H", "H", "H", "H", "H", "H", "H", "H", "H", "H", "F", "C", "C", "N", "C", "C", "O", "O", "C", "O", "N", "C", "O", "H", "H", "H", "H", "O", "S", "O", "O", "O", "C", "C", "C", "C", "O", "H", "H", "H", "H", "H", "H", "H", "H", "H"],
  "positions_angstrom": [[1.526, -0.440, -0.319], [2.779, 2.768, 0.219], [1.597, 2.015, 0.372], [0.931, 2.106, 1.541], [1.242, 2.997, 2.552], [0.527, 2.943, 3.740], [0.930, 4.213, 5.087], [-0.450, 2.010, 3.973], [-0.768, 1.096, 2.960], [-0.130, 1.186, 1.716], [-0.483, 0.430, 0.673], [-1.676, -0.006, 3.194], [-1.859, -0.992, 2.350], [-2.691, -1.884, 2.964], [-3.151, -3.130, 2.553], [-4.001, -3.810, 3.401], [-4.405, -3.276, 4.627], [-3.931, -2.056, 5.069], [-3.062, -1.375, 4.233], [-2.396, -0.183, 4.348], [2.542, 3.838, 0.208], [3.194, 2.477, -0.743], [3.499, 2.542, 1.011], [2.030, 3.725, 2.444], [-0.953, 1.990, 4.927], [-0.990, -0.366, 1.006], [-2.824, -3.546, 1.614], [-4.362, -4.791, 3.127], [-5.092, -3.834, 5.248], [-4.214, -1.661, 6.033], [-2.401, 0.420, 5.152], [-2.627, 3.838, -3.964], [-1.325, 3.813, -4.313], [-0.648, 2.645, -4.288], [0.660, 2.556, -4.651], [1.366, 1.339, -4.336], [1.202, 1.033, -2.802], [1.761, -0.043, -2.459], [0.560, 1.811, -2.127], [1.383, 3.684, -4.984], [2.566, 3.674, -5.235], [0.637, 4.838, -5.059], [-0.697, 5.054, -4.714], [-1.187, 6.159, -4.782], [-1.128, 1.730, -3.982], [2.423, 1.478, -4.571], [0.968, 0.491, -4.900], [1.157, 5.668, -5.324], [1.760, -0.661, 1.806], [3.215, -1.121, 1.738], [4.057, -0.198, 2.465], [3.500, -0.969, 0.227], [3.334, -2.499, 2.137], [-0.372, -3.199, -2.676], [0.355, -3.178, -1.309], [1.873, -3.342, -1.550], [-0.129, -4.367, -0.447], [0.091, -2.018, -0.644], [-0.047, -4.048, -3.273], [-0.162, -2.279, -3.214], [-1.447, -3.267, -2.514], [2.085, -4.299, -2.018], [2.408, -3.273, -0.607], [2.209, -2.538, -2.196], [0.099, -5.315, -0.930], [-1.205, -4.282, -0.312], [0.349, -4.322, 0.527]],
  "forces_ev_per_angstrom": [[0.411, -1.209, -1.297], [0.270, 0.263, -0.063], [-0.270, -0.032, 0.292], [-0.236, 0.113, 0.333], [-0.003, -0.142, -0.181], [-0.187, 0.059, 0.215], [0.030, 0.074, 0.108], [0.156, 0.001, -0.156], [0.387, 0.388, -0.281], [-0.308, 0.439, 0.383], [-0.388, 0.076, 0.151], [-0.319, -0.246, 0.081], [0.414, 0.374, -0.239], [-0.490, -0.051, 0.750], [0.045, 0.104, 0.015], [-0.087, -0.164, -0.062], [0.012, 0.036, 0.110], [-0.002, 0.068, 0.139], [-0.051, -0.575, -0.539], [0.160, 0.269, -0.001], [0.075, -0.061, -0.020], [-0.019, 0.033, 0.040], [-0.059, -0.040, -0.019], [0.052, -0.043, -0.057], [0.009, -0.022, 0.069], [-0.036, 0.034, -0.088], [0.013, -0.037, -0.138], [-0.030, -0.044, -0.103], [0.021, -0.032, 0.028], [-0.060, 0.045, 0.089], [0.045, 0.001, -0.099], [0.191, 0.114, -0.081], [-0.135, -0.734, 0.047], [-0.878, 0.910, -0.016], [0.364, 0.147, -0.168], [0.278, -0.495, 0.770], [-0.527, 1.235, -1.241], [0.496, -1.691, 2.141], [-0.100, 0.057, 0.264], [-0.192, -0.099, -0.132], [0.414, -0.020, -0.019], [0.134, 0.396, -0.029], [0.109, -0.195, -0.011], [-0.152, 0.027, 0.030], [-0.071, 0.004, 0.026], [-0.225, -0.081, -0.024], [0.074, 0.103, -0.031], [-0.088, -0.205, 0.064], [-1.307, -0.067, -1.914], [2.580, -0.368, 0.023], [-0.480, 0.050, 0.057], [0.465, 0.334, 0.561], [-0.277, 0.093, -0.132], [0.112, -0.030, 0.500], [0.861, -0.816, -0.811], [-0.476, 0.039, 0.104], [0.021, 0.542, -0.181], [-1.004, 1.406, 1.020], [-0.019, -0.139, -0.141], [0.104, 0.121, -0.068], [-0.119, 0.022, -0.033], [0.102, -0.150, -0.113], [0.085, -0.057, 0.132], [0.174, 0.086, -0.191], [0.010, -0.128, -0.046], [-0.181, -0.058, 0.059], [0.103, -0.036, 0.122]]
}

---

No. 2
{
  "formula": "C24H24BGdN6O4S2",
  "method": "ωB97M-V/def2-TZVPD",
  "lumo_energy_ev": [3.9, 3.8],
  "e_homo_ev": [0.06, -2.61],
  "spin_multiplicity": 8,
  "total_charge": -2,
  "energy_ha": -3145.37002,
  "species": ["Gd", "O", "C", "O", "C", "C", "C", "N", "C", "C", "C", "O", "O", "H", "H", "H", "N", "C", "N", "C", "C", "S", "C", "C", "S", "C", "N", "N", "H", "H", "H", "H", "H", "H", "C", "C", "C", "C", "C", "C", "C", "C", "C", "C", "H", "H", "H", "H", "H", "H", "H", "H", "H", "H", "H", "H", "B", "C", "N", "H", "H", "H"],
  "positions_angstrom": [[0.027, -0.806, -0.356], [1.664, -0.531, 6.904], [2.467, -0.707, 5.963], [3.701, -0.879, 5.978], [1.820, -0.743, 4.560], [0.466, -0.483, 4.401], [-0.078, -0.490, 3.131], [0.644, -0.757, 2.043], [1.955, -1.024, 2.181], [2.571, -1.015, 3.420], [2.774, -1.325, 0.919], [3.973, -1.453, 1.007], [2.080, -1.405, -0.201], [-0.130, -0.274, 5.278], [-1.127, -0.263, 2.966], [3.629, -1.211, 3.505], [1.980, -1.991, -3.285], [0.646, -1.852, -3.587], [-0.263, -1.599, -2.706], [-1.547, -1.426, -3.286], [-1.530, -1.549, -4.675], [0.090, -1.912, -5.218], [-2.640, -1.211, -2.435], [-4.010, -1.104, -2.742], [-4.940, -1.151, -1.258], [-3.474, -1.187, -0.353], [-2.399, -1.174, -1.046], [-3.447, -1.240, 1.045], [2.218, -2.046, -2.299], [2.486, -2.641, -3.861], [-2.354, -1.495, -5.364], [-4.488, -1.218, -3.699], [-4.331, -1.520, 1.445], [-2.726, -1.887, 1.352], [0.290, 3.514, -2.653], [0.802, 2.745, -1.425], [2.330, 2.902, -1.364], [0.493, 1.278, -1.541], [0.125, 3.305, -0.169], [-1.186, 2.922, 0.130], [-1.840, 3.394, 1.258], [-1.196, 4.271, 2.125], [0.097, 4.676, 1.833], [0.745, 4.202, 0.696], [0.812, 3.159, -3.545], [0.466, 4.590, -2.544], [-0.780, 3.353, -2.798], [2.773, 2.376, -2.212], [2.743, 2.471, -0.451], [2.641, 3.952, -1.424], [0.770, 0.898, -2.536], [-1.688, 2.232, -0.539], [-2.849, 3.061, 1.469], [-1.692, 4.621, 3.021], [0.620, 5.351, 2.501], [1.763, 4.514, 0.501], [-0.289, -5.911, -0.043], [-0.377, -4.316, 0.062], [-0.460, -3.165, 0.133], [0.483, -6.298, 0.815], [0.112, -6.181, -1.162], [-1.414, -6.345, 0.138]],
  "forces_ev_per_angstrom": [[-1.235, 0.512, -0.833], [0.079, 0.061, -0.128], [0.086, -0.197, 0.271], [-0.130, 0.088, -0.001], [0.071, 0.044, -0.114], [-0.080, 0.004, -0.034], [0.018, 0.038, 0.098], [0.287, 0.044, -0.333], [0.108, -0.022, 0.108], [-0.041, 0.018, -0.007], [-0.496, -0.013, -0.464], [0.180, -0.057, -0.016], [1.139, -0.172, 0.823], [0.013, 0.008, 0.010], [-0.009, -0.011, 0.004], [0.004, -0.013, 0.017], [0.040, -0.014, -0.086], [0.271, -0.082, 0.298], [-0.289, 0.185, 0.025], [0.389, -0.054, -0.063], [0.020, 0.027, 0.133], [-0.116, -0.018, -0.323], [-0.185, -0.022, 0.366], [0.186, 0.127, 0.039], [-0.286, -0.032, -0.170], [-0.073, -0.042, 0.340], [0.332, 0.087, -0.407], [0.048, -0.061, -0.013], [-0.083, 0.030, 0.009], [0.013, 0.014, -0.006], [0.026, -0.031, 0.009], [-0.013, -0.036, 0.035], [-0.027, 0.060, -0.024], [0.007, 0.010, -0.013], [-0.058, 0.102, -0.056], [-0.107, -0.117, 0.299], [0.114, 0.085, -0.032], [-0.044, -0.384, 0.248], [-0.024, 0.103, -0.058], [0.002, 0.030, -0.033], [0.034, -0.007, -0.009], [0.059, -0.005, -0.053], [0.003, -0.034, -0.039], [0.028, -0.041, 0.031], [-0.034, 0.015, 0.006], [0.001, 0.001, -0.024], [0.015, -0.008, 0.017], [-0.008, 0.005, 0.014], [-0.035, -0.036, -0.007], [-0.039, -0.019, 0.005], [0.071, 0.202, -0.139], [-0.010, -0.021, 0.008], [-0.001, 0.007, -0.001], [-0.008, 0.007, -0.001], [-0.015, -0.005, 0.009], [-0.028, 0.022, 0.033], [0.004, 0.192, 0.014], [-0.059, -0.358, -0.012], [-0.082, -0.311, 0.217], [-0.052, 0.034, -0.051], [-0.024, 0.033, 0.066], [0.047, 0.028, -0.003]]
}